# 1
Formula: C39H28Cl48FN2O7P
Source: the OMol25 dataset
Level of theory: wB97M-V/def2-TZVPD

XYZ file:
```
126
C39H28Cl48FN2O7P wB97M-V/def2-TZVPD
C 3.922 -0.468 1.413
C 4.296 1.158 1.463
C 3.618 1.841 0.122
C 3.682 3.511 0.147
C 3.416 4.067 -1.395
C 2.265 5.277 -1.445
C 0.817 4.651 -1.989
C 0.655 4.063 -3.539
C -0.765 3.384 -4.104
F -0.821 2.837 -5.493
C -2.085 3.279 -3.136
C -1.933 3.883 -1.589
C -0.522 4.549 -1.040
C -3.307 3.727 -0.650
O -3.703 4.703 0.186
C -4.121 2.288 -0.858
C -4.707 1.547 0.481
O -4.504 2.236 1.776
C -5.841 2.829 2.068
N -6.800 3.496 2.671
C -5.470 0.102 0.275
C -6.038 -0.721 1.574
C -5.047 -0.739 2.879
C -3.464 -1.007 2.550
C -2.475 -0.374 3.741
C -1.560 0.894 3.201
C -5.659 -0.515 -1.268
P -6.617 -2.196 -1.490
O -5.838 -3.365 -0.726
O -6.764 -2.690 -3.154
O -8.280 -2.043 -0.884
C -5.053 0.264 -2.617
O -5.170 -0.242 -3.993
C -6.491 0.215 -4.535
N -7.747 0.233 -4.932
C -4.255 1.675 -2.374
C -3.536 2.579 -3.585
O -4.049 2.729 -4.812
H 4.886 -1.138 1.257
H 3.227 -0.691 0.478
H 3.306 -0.814 2.369
H 5.486 1.199 1.381
H 3.972 1.652 2.475
H 4.210 1.387 -0.804
H 2.495 1.446 0.089
H 2.899 3.950 0.901
H 4.787 3.866 0.421
H 4.411 4.389 -1.948
H 2.942 3.150 -1.992
H 2.129 5.707 -0.346
H 2.635 6.169 -2.138
H 1.632 4.162 -4.211
H -0.514 4.922 0.085
H -6.364 -1.825 1.365
H -7.029 -0.151 1.919
H -5.417 -1.631 3.577
H -5.182 0.239 3.522
H -3.195 -2.161 2.517
H -3.074 -0.545 1.548
H -1.690 -1.219 4.048
H -3.126 -0.044 4.660
H -0.854 0.621 2.301
H -2.181 1.842 2.903
H -0.832 1.247 4.078
H -5.882 -3.014 -3.507
H -8.662 -2.973 -0.709
C 4.338 7.404 1.746
Cl 4.610 8.919 2.643
Cl 5.434 6.142 2.364
Cl 2.649 6.881 1.962
Cl 4.660 7.673 0.014
C 4.638 -3.096 -1.550
Cl 3.139 -2.149 -1.720
Cl 4.741 -4.288 -2.870
Cl 6.043 -2.003 -1.627
Cl 4.631 -3.944 0.017
C 4.338 -7.707 1.857
Cl 5.803 -8.663 2.193
Cl 4.594 -6.024 2.383
Cl 3.998 -7.737 0.108
Cl 2.958 -8.403 2.743
C 5.238 -4.096 6.153
Cl 4.454 -5.667 5.855
Cl 4.725 -2.930 4.907
Cl 4.766 -3.492 7.761
Cl 7.008 -4.293 6.089
C 4.938 -3.223 -6.729
Cl 6.702 -3.057 -6.539
Cl 4.421 -2.392 -8.218
Cl 4.512 -4.950 -6.835
Cl 4.118 -2.494 -5.326
C -11.862 -1.918 -1.105
Cl -13.457 -2.066 -1.884
Cl -11.905 -0.598 0.090
Cl -11.456 -3.447 -0.286
Cl -10.629 -1.561 -2.341
C 10.643 -6.814 6.362
Cl 9.143 -5.867 6.192
Cl 10.745 -8.006 5.042
Cl 12.047 -5.720 6.284
Cl 10.636 -7.661 7.929
C -0.757 -6.820 4.024
Cl -0.951 -7.363 5.710
Cl -1.921 -5.514 3.684
Cl 0.901 -6.215 3.781
Cl -1.059 -8.186 2.921
C -1.057 -6.803 -0.864
Cl -1.841 -8.374 -1.162
Cl -1.570 -5.637 -2.110
Cl -1.530 -6.199 0.745
Cl 0.712 -7.000 -0.928
C 1.943 11.854 2.423
Cl 2.608 11.275 0.874
Cl 0.566 12.940 2.109
Cl 1.393 10.463 3.390
Cl 3.204 12.738 3.317
C 4.943 7.807 -4.177
Cl 3.883 6.375 -4.142
Cl 4.495 8.909 -2.851
Cl 6.638 7.297 -3.979
Cl 4.754 8.647 -5.737
C -4.357 -4.069 -6.374
Cl -2.644 -4.177 -6.852
Cl -4.606 -2.611 -5.381
Cl -5.377 -3.975 -7.832
Cl -4.803 -5.514 -5.430
```

- highest occupied orbital energy (eV) = -9.441

***

# 2
Formula: C39H29F9N4O6S2Ti
Source: the OMol25 dataset
Level of theory: wB97M-V/def2-TZVPD

XYZ file:
```
90
C39H29F9N4O6S2Ti wB97M-V/def2-TZVPD
Ti 1.270 -1.599 0.007
C -4.798 -1.758 2.184
O -3.943 -1.371 3.285
C -2.786 -0.956 2.722
N -2.644 -1.071 1.470
C -3.869 -1.721 0.959
C -4.368 -1.038 -0.297
C -3.504 -1.022 -1.390
C -3.870 -0.422 -2.581
C -5.120 0.173 -2.701
C -5.992 0.153 -1.626
C -5.619 -0.453 -0.429
C -1.768 -0.443 3.670
C -1.852 -0.729 5.027
C -0.837 -0.275 5.854
C 0.210 0.443 5.300
C 0.185 0.679 3.933
N -0.780 0.253 3.130
C 1.295 1.389 3.261
N 1.551 1.300 2.029
C 2.759 2.084 1.763
C 3.123 2.658 3.154
O 2.101 2.133 4.041
C 2.515 3.119 0.694
C 3.447 3.315 -0.315
C 3.237 4.281 -1.291
C 2.083 5.048 -1.269
C 1.138 4.847 -0.270
C 1.354 3.888 0.706
H -5.617 -1.043 2.145
H -5.188 -2.749 2.398
H -3.588 -2.742 0.683
H -2.527 -1.480 -1.296
H -3.176 -0.415 -3.413
H -5.411 0.647 -3.630
H -6.971 0.605 -1.711
H -6.329 -0.458 0.388
H -2.686 -1.299 5.410
H -0.856 -0.487 6.914
H 1.036 0.804 5.895
H 3.533 1.396 1.418
H 3.076 3.745 3.193
H 4.088 2.312 3.519
H 4.330 2.686 -0.355
H 3.971 4.418 -2.075
H 1.913 5.796 -2.034
H 0.226 5.431 -0.261
H 0.603 3.717 1.469
N -0.120 -0.053 0.124
C -0.361 0.929 -0.903
C -1.591 1.573 -0.864
C -1.896 2.567 -1.774
C -0.944 2.931 -2.713
C 0.285 2.299 -2.732
C 0.618 1.266 -1.846
C 1.992 0.670 -1.873
C 2.875 1.025 -2.897
C 4.201 0.623 -2.896
C 4.701 -0.133 -1.848
C 3.834 -0.528 -0.842
C 2.479 -0.185 -0.865
H 0.354 0.437 0.916
H -1.008 -0.385 0.526
H -2.308 1.276 -0.109
H -2.863 3.053 -1.743
H -1.146 3.725 -3.420
H 1.016 2.644 -3.446
H 2.539 1.632 -3.724
H 4.843 0.913 -3.718
H 5.743 -0.424 -1.816
H 4.212 -1.141 -0.034
F -0.575 -2.502 -3.931
C -0.655 -3.570 -3.141
F -1.825 -3.502 -2.491
F -0.669 -4.660 -3.911
C 0.514 -3.587 -2.116
O 0.592 -2.331 -1.578
C 1.845 -3.951 -2.831
F 1.897 -5.256 -3.122
F 2.882 -3.644 -2.056
F 1.970 -3.271 -3.973
C 0.210 -4.634 -0.980
F 1.324 -5.189 -0.511
F -0.604 -5.610 -1.377
F -0.372 -3.983 0.042
O 1.860 -3.947 2.739
S 2.197 -2.659 2.228
O 0.913 -1.829 1.913
O 2.622 -2.764 0.714
S 3.473 -1.614 3.206
```

- highest occupied orbital energy (eV) = -8.539
- ΔE to the lowest compared entry with this formula, charge and spin (kJ/mol) = 5.1